Formula: C24H44N2O8
Source: OMol25
Level of theory: ωB97M-V/def2-TZVPD

Summary:
Gap between HOMO and LUMO = 9.811 eV
Calculated total energy = -44952.4632 eV
SMILES = COCCCCCCCCOC(=O)NCCCCNC(C)=O.O=C1CCCO1.O=C1CCCO1
2S+1 = 1

Each line ends with the Mulliken charge.
Atoms and positions in Å:
1 C -0.720 -1.532 -0.932  -0.0168
2 O -0.388 -0.375 -1.778  -0.0522
3 C -0.802 -0.566 -3.177  -0.6423
4 C -2.108 0.383 -3.615  -0.6178
5 C -3.443 0.094 -2.709  -0.2648
6 C -3.501 0.893 -1.278  -0.3155
7 C -2.881 2.411 -1.302  -0.5371
8 C -1.431 2.408 -0.538  0.2825
9 C -1.299 3.560 0.657  -0.7559
10 C -0.012 3.049 1.596  -0.4178
11 O 1.109 2.862 0.647  -0.1922
12 C 1.995 1.759 1.058  0.0138
13 O 2.794 2.013 2.132  -0.6944
14 N 2.119 0.407 0.387  0.2194
15 C 2.938 0.474 -0.897  -0.2947
16 C 3.970 -0.833 -1.055  -0.8320
17 C 3.176 -2.251 -1.311  0.2213
18 C 3.381 -3.356 -0.086  -0.6958
19 N 2.113 -3.511 0.769  -0.3719
20 C 1.052 -4.317 -0.007  0.4903
21 C -0.415 -4.492 0.756  -0.5924
22 O 1.302 -4.873 -1.214  -0.5885
23 H 0.055 -1.547 -0.027  -0.2444
24 H -1.793 -1.477 -0.436  0.0582
25 H -0.670 -2.569 -1.487  0.3331
26 H -1.125 -1.667 -3.448  0.3220
27 H 0.124 -0.232 -3.852  0.2425
28 H -1.820 1.519 -3.723  0.2782
29 H -2.373 0.018 -4.720  0.3530
30 H -3.425 -1.071 -2.450  -0.1960
31 H -4.420 0.233 -3.378  0.3669
32 H -3.030 0.317 -0.368  0.1107
33 H -4.659 1.013 -1.014  0.3627
34 H -3.608 3.087 -0.650  0.3369
35 H -2.847 2.905 -2.370  0.2454
36 H -1.164 1.382 -0.003  -0.3136
37 H -0.593 2.574 -1.361  0.1619
38 H -2.245 3.488 1.343  0.3569
39 H -1.119 4.631 0.195  0.2798
40 H 0.211 3.796 2.469  0.2950
41 H -0.318 1.963 1.957  0.2794
42 H 2.705 -0.201 1.029  0.2673
43 H 2.248 0.582 -1.863  0.0514
44 H 3.627 1.436 -0.811  0.3708
45 H 4.738 -0.875 -0.147  0.2973
46 H 4.634 -0.644 -2.019  0.3110
47 H 3.605 -2.760 -2.279  0.3969
48 H 2.009 -2.108 -1.515  -0.2328
49 H 4.195 -2.880 0.640  0.3217
50 H 3.773 -4.403 -0.480  0.3102
51 H 1.729 -2.559 1.010  0.2994
52 H -0.478 -3.618 1.548  0.2184
53 H -0.519 -5.548 1.274  0.3629
54 H -1.294 -4.280 -0.018  0.0850
55 O -3.564 -2.350 -0.205  -0.5890
56 C -4.680 -2.595 -0.633  0.5175
57 C -5.964 -2.359 0.103  -0.4444
58 C -6.943 -3.179 -0.698  -0.5156
59 C -6.346 -3.149 -2.081  -0.4406
60 O -4.934 -3.088 -1.880  -0.3539
61 H -6.204 -1.292 0.070  0.2184
62 H -5.897 -2.709 1.135  0.3427
63 H -7.966 -2.797 -0.663  0.3230
64 H -6.953 -4.209 -0.321  0.2697
65 H -6.656 -2.265 -2.648  0.2629
66 H -6.599 -4.045 -2.654  0.3043
67 O 7.661 5.654 3.466  -0.6017
68 C 6.660 4.985 3.664  0.4658
69 C 6.364 4.213 4.913  -0.3439
70 C 5.251 3.300 4.466  -0.5153
71 C 4.581 4.103 3.382  0.1725
72 O 5.624 4.870 2.782  -0.3212
73 H 6.034 4.906 5.692  0.2395
74 H 7.239 3.647 5.244  0.2817
75 H 4.570 3.012 5.271  0.3449
76 H 5.677 2.384 4.038  0.2630
77 H 3.827 4.791 3.780  0.1694
78 H 4.114 3.463 2.628  -0.0827

---

Formula: C24H44NdP2
Source: OMol25
Level of theory: ωB97M-V/def2-TZVPD

Summary:
Charge = +1
Gap between HOMO and LUMO (spin up / spin down) = 7.421 / 7.568 eV
Calculated total energy = -59449.7014 eV
Energy relative to the best compared isomer or geometry (same formula, charge and spin) = 0.0 kcal/mol
2S+1 = 4

Each line ends with the Löwdin spin population.
Atoms and positions in Å:
1 Nd 1.730 -0.974 1.610  3.0481
2 C 0.937 -0.133 4.104  -0.0041
3 C -0.132 -1.027 3.817  -0.0032
4 C 1.823 -2.260 3.838  -0.0092
5 C 2.152 -0.893 4.144  -0.0028
6 C 0.411 -2.326 3.621  -0.0059
7 C 0.835 1.340 4.222  0.0010
8 H -0.041 1.711 3.688  0.0001
9 H 1.704 1.839 3.781  0.0002
10 H 0.755 1.692 5.259  0.0001
11 C 3.530 -0.337 4.217  0.0015
12 H 3.520 0.759 4.250  0.0000
13 H 4.135 -0.607 3.336  0.0004
14 H 4.058 -0.708 5.108  0.0005
15 C 2.795 -3.358 3.591  -0.0011
16 H 3.155 -3.793 4.535  -0.0004
17 H 3.670 -3.019 3.019  -0.0002
18 H 2.349 -4.165 2.999  0.0001
19 C -0.336 -3.526 3.181  0.0001
20 H -0.630 -4.184 4.010  -0.0001
21 H 0.255 -4.132 2.487  0.0001
22 H -1.247 -3.246 2.651  0.0000
23 C -1.545 -0.647 3.588  0.0007
24 H -2.170 -0.783 4.480  0.0001
25 H -1.997 -1.249 2.793  0.0001
26 H -1.639 0.402 3.293  0.0001
27 C -0.887 3.038 -3.814  0.0000
28 C -1.792 3.421 -2.901  0.0000
29 C -3.285 3.278 -2.953  0.0000
30 C -3.827 2.129 -3.835  0.0000
31 C -3.267 0.767 -3.514  0.0000
32 C -2.144 0.220 -3.980  0.0000
33 C -1.196 0.789 -5.003  0.0000
34 C -1.161 2.330 -5.112  0.0000
35 H -3.746 4.217 -3.308  0.0000
36 H -3.685 2.393 -4.890  0.0000
37 H -3.651 3.146 -1.920  0.0000
38 H -2.090 2.680 -5.579  0.0000
39 H 0.154 3.346 -3.683  0.0000
40 H -1.446 4.032 -2.064  0.0000
41 H -0.356 2.592 -5.816  0.0000
42 H -0.183 0.418 -4.771  0.0000
43 H -1.921 -0.822 -3.722  0.0000
44 H -1.430 0.397 -6.010  0.0000
45 H -4.917 2.094 -3.683  0.0000
46 H -3.938 0.155 -2.897  0.0000
47 P 0.625 1.153 0.024  -0.0028
48 C 1.926 2.345 -0.480  -0.0005
49 C -0.851 2.162 0.116  -0.0002
50 P -0.036 -1.675 -0.541  -0.0040
51 C 0.271 -0.030 -1.346  0.0003
52 C -1.807 -1.882 -0.721  -0.0009
53 C 0.640 -3.026 -1.580  0.0000
54 H 2.905 1.837 -0.475  0.0000
55 H 1.976 3.133 0.294  0.0000
56 H 1.731 2.784 -1.473  -0.0002
57 H -1.114 2.570 -0.861  -0.0001
58 H -0.688 2.971 0.835  0.0000
59 H -1.690 1.579 0.507  0.0000
60 H 0.309 -2.946 -2.628  -0.0001
61 H 0.310 -3.984 -1.139  0.0000
62 H 1.741 -3.013 -1.523  0.0001
63 H 1.148 -0.106 -2.003  0.0000
64 H -0.628 0.276 -1.895  0.0001
65 H -2.072 -2.893 -0.393  0.0000
66 H -2.128 -1.709 -1.753  -0.0002
67 H -2.332 -1.198 -0.049  0.0000
68 C 3.829 -1.289 0.379  -0.0154
69 H 3.770 -1.112 -0.709  -0.0008
70 H 4.221 -2.322 0.490  -0.0007
71 H 4.636 -0.623 0.755  -0.0007

---

Formula: C24H44O2PdSSb
Source: OMol25
Level of theory: ωB97M-V/def2-TZVPD

Summary:
Charge = +3
Gap between HOMO and LUMO (spin up / spin down) = 4.231 / 4.240 eV
Calculated total energy = -50518.1245 eV
Energy relative to the best compared isomer or geometry (same formula, charge and spin) = 95.7 kcal/mol
2S+1 = 1

Each line ends with the Mulliken charge.
Atoms and positions in Å:
1 Pd -0.733 1.158 0.204  0.5777
2 C -0.592 2.610 -2.773  -1.4383
3 C -0.844 2.839 -1.314  0.4088
4 C -2.113 2.607 -0.717  -1.2100
5 C -2.380 3.064 0.600  1.2487
6 C -3.714 2.878 1.225  -1.8700
7 C -1.398 3.811 1.279  -0.7406
8 C -0.120 3.999 0.747  1.0372
9 C 0.886 4.853 1.426  -1.6297
10 C 0.168 3.430 -0.513  -0.6241
11 H -0.524 3.582 -3.270  0.4442
12 H -1.406 2.057 -3.240  0.2950
13 H 0.355 2.098 -2.950  0.2707
14 H -2.942 2.246 -1.325  0.5745
15 H -4.308 3.784 1.076  0.3877
16 H -3.626 2.741 2.301  0.3832
17 H -4.270 2.048 0.794  0.4008
18 H -1.665 4.279 2.217  0.5809
19 H 0.679 5.897 1.181  0.3709
20 H 1.897 4.638 1.092  0.4301
21 H 0.835 4.773 2.508  0.4009
22 H 1.142 3.614 -0.956  0.6176
23 O 0.787 -0.399 0.953  -0.6025
24 S 1.256 -0.761 2.390  0.1630
25 C 2.434 -2.193 2.137  -0.5591
26 C 3.833 -1.623 2.076  -0.5212
27 C 3.845 -0.422 3.017  -0.8200
28 C 2.633 0.414 2.653  -0.6953
29 H 2.118 -2.765 1.271  0.2835
30 H 2.287 -2.796 3.030  0.6257
31 H 4.086 -1.305 1.063  0.2178
32 H 4.565 -2.367 2.393  0.4639
33 H 4.763 0.153 2.904  0.3906
34 H 3.781 -0.754 4.055  0.3277
35 H 2.758 0.920 1.694  0.2799
36 H 2.343 1.136 3.411  0.6366
37 C -0.462 0.437 4.893  -1.1960
38 C -0.275 0.690 3.469  0.5455
39 O -0.984 1.193 2.639  0.0019
40 H 0.190 1.096 5.470  0.3990
41 H -0.173 -0.581 5.151  0.3975
42 H -1.499 0.623 5.194  0.4157
43 C 1.946 -3.499 -2.114  -1.2798
44 C 1.959 -2.035 -1.791  1.2997
45 C 2.628 -1.183 -2.839  -1.3752
46 Sb -0.129 -1.084 -1.426  0.8269
47 C -1.345 -1.266 -3.720  0.1493
48 C -1.037 -2.564 -4.334  -1.2511
49 C -2.746 -0.956 -3.361  -1.0218
50 C -1.677 -2.276 -0.278  0.3721
51 C -1.051 -3.230 0.713  -1.3081
52 C -2.551 -1.236 0.403  -1.3237
53 H 2.983 -3.843 -2.096  0.4709
54 H 1.573 -3.704 -3.113  0.2927
55 H 1.401 -4.104 -1.392  0.2936
56 H 2.380 -1.847 -0.803  -0.7113
57 H 2.205 -1.353 -3.826  0.2806
58 H 3.683 -1.453 -2.892  0.4464
59 H 2.577 -0.119 -2.600  0.4136
60 H -0.772 -0.426 -4.106  0.4244
61 H -1.444 -3.413 -3.786  0.2970
62 H 0.025 -2.697 -4.525  0.3213
63 H -1.523 -2.596 -5.321  0.4379
64 H -3.267 -1.803 -2.919  0.3313
65 H -3.289 -0.715 -4.286  0.4941
66 H -2.833 -0.075 -2.721  0.0160
67 H -2.230 -2.836 -1.037  0.6235
68 H -0.490 -2.692 1.474  0.0360
69 H -0.408 -3.964 0.232  0.3220
70 H -1.843 -3.782 1.216  0.5155
71 H -1.960 -0.664 1.144  0.1627
72 H -3.342 -1.739 0.957  0.6269
73 H -3.031 -0.553 -0.309  0.1460